No. 1
The following is a DFT calculation (ωB97M-V/def2-TZVPD) of a structure of composition C56H39N4O8OsP2S.

ORCA input file:
```
! RIJCOSX wB97M-V def2-TZVPD def2/J DEFGRID3
* xyz 3 5
Os 0.781 0.101 -0.517
O 2.543 0.711 2.110
S 1.131 0.613 1.690
C 0.285 2.060 2.308
C -0.547 1.926 3.401
C -1.024 3.071 4.056
C -0.590 4.240 3.559
C -0.513 5.576 4.207
C -0.001 6.563 3.096
C 0.434 5.672 1.999
C 1.084 5.935 0.827
C 1.462 4.809 0.046
C 1.161 3.500 0.365
P 1.814 2.211 -0.806
C 3.594 2.054 -0.428
C 4.221 2.966 0.486
C 5.571 2.876 0.544
C 6.305 1.909 -0.180
C 5.651 1.037 -1.056
C 4.264 1.131 -1.159
C 1.659 2.900 -2.405
C 2.710 3.783 -2.813
C 2.589 4.604 -3.889
C 1.377 4.490 -4.695
C 0.457 3.444 -4.388
C 0.553 2.772 -3.198
C 0.528 3.225 1.635
C 0.076 4.365 2.316
C 0.388 -0.692 2.693
C 1.181 -1.044 3.760
C 0.762 -1.941 4.843
C -0.515 -2.384 4.789
C -1.281 -3.340 5.684
C -2.748 -3.163 5.264
C -2.613 -2.563 3.917
C -3.567 -2.486 2.847
C -3.101 -1.880 1.657
C -1.835 -1.121 1.516
P -1.490 -0.505 -0.141
C -1.761 -2.013 -1.159
C -2.170 -1.966 -2.619
C -0.971 -2.130 -3.529
C -0.406 -3.501 -3.373
C -1.005 -4.354 -1.438
C -1.459 -3.189 -0.592
C -2.786 0.711 -0.539
C -2.638 1.998 -0.003
C -3.581 2.953 -0.207
C -4.784 2.576 -0.805
C -4.965 1.286 -1.309
C -3.947 0.293 -1.157
C -0.907 -1.200 2.590
C -1.356 -2.027 3.680
H -0.763 0.969 3.822
H -1.587 2.912 4.943
H 0.125 5.583 5.049
H -1.588 5.837 4.463
H 0.923 7.016 3.465
H -0.675 7.284 2.719
H 1.403 6.925 0.385
H 1.918 4.911 -0.939
H 3.662 3.670 1.107
H 6.199 3.467 1.258
H 7.401 2.005 -0.219
H 6.230 0.344 -1.671
H 3.716 0.399 -1.739
H 3.558 3.610 -2.207
H 3.340 5.345 -4.210
H 1.342 5.056 -5.596
H -0.391 3.265 -5.086
H -0.342 2.216 -2.996
H 2.151 -0.653 3.951
H 1.428 -2.131 5.637
H -1.133 -3.120 6.742
H -0.934 -4.382 5.471
H -3.234 -2.395 5.846
H -3.395 -4.070 5.086
H -4.642 -2.887 2.916
H -3.930 -1.915 0.851
H -2.834 -1.049 -2.833
H -1.392 -2.026 -4.518
H 0.149 -3.782 -4.284
H -1.060 -5.281 -0.822
H -1.015 -3.250 0.402
H -1.696 2.268 0.436
H -3.412 3.973 0.115
H -5.565 3.347 -0.874
H -5.927 1.103 -1.803
H -4.123 -0.741 -1.573
O 1.743 -2.556 0.407
N 1.985 -1.711 -0.484
N 0.058 -1.148 -3.240
C 0.355 -0.481 -2.318
O 3.635 -4.818 -1.021
C 2.592 -4.671 -1.453
O 2.749 -2.025 -1.391
C 1.393 -4.793 -2.101
C 0.300 -3.759 -2.013
C -1.468 -4.576 -2.839
C -1.096 -5.856 -3.508
C 0.151 -6.395 -3.392
C 1.308 -6.028 -2.647
N 0.346 -7.658 -4.230
O -0.577 -8.279 -4.618
O 1.530 -7.907 -4.443
N -2.854 -4.280 -3.113
O -3.843 -4.968 -2.881
O -3.177 -2.880 -2.918
H 0.680 -2.863 -1.640
H -1.854 -6.277 -4.194
H 2.118 -6.751 -2.741
*
```

- Relative energy (zero: lowest compared OMol25 entry of this formula, charge and spin): 591.11 kJ/mol
- Lowest unoccupied orbital energy (spin up / spin down): -0.331 / -0.421 Ha
- HOMO-LUMO gap (spin up / spin down): 5.91 / 3.51 eV



No. 2
The following is a DFT calculation (ωB97M-V/def2-TZVPD) of a cluster of 3 separate species, C5H11NO in total.

ORCA input file:
```
! RIJCOSX wB97M-V def2-TZVPD def2/J DEFGRID3
* xyz 0 1
C -2.165 1.384 0.872
C -0.846 0.667 1.048
C -0.590 -0.791 0.891
N -0.249 0.048 -0.123
C 0.862 0.293 -0.796
C 1.444 -0.699 -1.768
O 1.528 -2.008 -1.273
H -2.021 2.398 0.481
H -2.678 1.473 1.836
H -2.820 0.838 0.187
H -0.122 1.184 1.691
H -1.253 -1.646 0.853
H 0.922 -0.918 1.274
H 1.087 1.345 -0.963
H 1.689 -0.556 0.961
H 0.817 -0.759 -2.667
H 2.423 -0.310 -2.091
H 1.971 -1.944 -0.413
*
```

- Relative energy (zero: lowest compared OMol25 entry of this formula, charge and spin): 568.27 kJ/mol
- Lowest unoccupied orbital energy: 0.033 Ha
- HOMO-LUMO gap: 8.83 eV



| no. | strongest force on any atom (eV Å⁻¹) | total energy (hartree) |
| --- | --- | --- |
| 1 | 3.88 | -4148.4372 |
| 2 | 0.35 | -326.9149 |